1.
This record from the OMol25 dataset describes a structure of composition C11H6IMoNS2. The level of theory is the ωB97M-V functional and the def2-TZVPD basis.

Geometry (Å):
H 2.528 2.190 -1.025
H 0.378 3.386 -1.135
C 2.879 -0.396 -0.431
H 3.788 0.157 -0.641
I -1.171 -2.834 0.506
C 0.408 2.334 -0.879
H 1.778 -3.487 0.388
C 0.426 -0.384 -0.219
H 3.887 -2.240 -0.080
Mo -2.731 -0.497 0.170
C -4.481 0.660 2.477
S -3.638 -0.819 2.346
H -1.723 2.205 -0.663
N -5.052 1.660 2.566
C 0.567 -1.759 0.091
C 1.596 1.675 -0.820
C 2.937 -1.721 -0.122
C -0.798 1.648 -0.607
S -4.138 0.050 -1.305
C -0.825 0.310 -0.275
C 1.641 0.296 -0.490
C 1.744 -2.432 0.147

Calculated values
<S²>: 2.041
Max |F| (eV/A): 0.88
Lowest unoccupied orbital energy (spin up / spin down) (eV): -1.35 / -1.14
Orbital gap (spin up / spin down) (eV): 7.208 / 7.855
Energy (eV): -44620.389
Spin multiplicity: 3

***

2.
This record from the OMol25 dataset describes the molecule C11H6N2O3S at a distorted geometry. The level of theory is the ωB97M-V functional and the def2-TZVPD basis.

Geometry (Å):
C 2.616 0.471 -1.423
S 3.097 1.679 -0.144
H 2.091 0.986 -2.233
C -0.588 0.597 -1.024
C 4.210 0.605 0.840
C 1.637 -0.572 -0.835
C -2.557 0.205 1.854
H 3.485 -0.096 -1.799
C -1.683 0.883 -0.091
N 4.991 -0.083 1.380
H -3.741 -1.162 -0.807
H 2.165 -1.195 -0.104
C -3.560 -0.518 0.063
C -3.197 -0.918 1.412
H -3.106 -1.930 1.723
H 1.384 -1.197 -1.684
O -0.682 0.566 -2.225
C 0.057 -0.125 1.052
C -3.137 0.794 -0.032
N 0.448 0.034 -0.259
C -1.292 0.468 1.134
O 0.661 -0.706 1.947
O -3.301 1.214 1.254

Calculated values
Max |F| (eV/A): 2.74
Lowest unoccupied orbital energy (eV): -2.14
Orbital gap (eV): 6.936
Energy (eV): -31453.465
Energy above the lowest of the compared OMol25 structures with the same formula, charge and spin (kcal per mole): 120.7

***

3.
This record from the OMol25 dataset describes a structure of composition C11H6N2O4STm at a distorted geometry. The level of theory is the ωB97M-V functional and the def2-TZVPD basis.

Geometry (Å):
C -1.337 1.097 5.620
C 1.650 -1.258 2.781
C -0.256 0.212 5.768
O 0.053 3.567 -0.278
C -1.244 0.910 3.210
C -0.008 2.434 -0.076
H 2.486 -1.762 0.952
C -0.144 0.054 3.382
O -3.013 -0.106 -1.867
H 3.237 -2.466 2.390
O 0.048 -3.361 -0.336
H 0.143 -0.082 6.738
H -1.802 1.514 6.514
C -2.085 -0.052 -1.181
O 2.783 -0.066 -1.627
S 1.737 -1.416 4.492
C -1.836 1.450 4.363
H -1.631 1.153 2.202
N 2.519 -1.897 1.956
H -2.678 2.141 4.272
C 1.799 -0.016 -1.016
C 0.346 -0.314 4.633
N 0.635 -0.483 2.333
Tm -0.135 0.072 0.313
C -0.048 -2.224 -0.172

Calculated values
<S²>: 2.002
Max |F| (eV/A): 7.81
Lowest unoccupied orbital energy (spin up / spin down) (eV): -14.07 / -14.03
Orbital gap (spin up / spin down) (eV): 4.403 / 4.444
Energy (eV): -63008.027
Spin multiplicity: 3
Total charge: +3

***

4.
This record from the OMol25 dataset describes a cluster of 29 separate species, C11H80NO28 in total at a distorted geometry. The level of theory is the ωB97M-V functional and the def2-TZVPD basis.

Geometry (Å):
H -2.464 -3.120 -3.911
H -2.546 0.629 -4.139
C -0.359 0.882 -0.800
H 3.962 -1.947 -4.510
H -0.884 3.776 4.565
H -3.141 1.483 3.588
N 0.418 -0.348 -0.257
H -0.692 -4.190 4.198
H 0.002 4.517 -4.241
H -3.942 5.931 1.641
H -1.073 3.399 -1.765
H 0.594 2.815 -0.278
O -5.129 2.116 -2.076
H -3.323 -4.649 -0.582
H 5.168 2.119 -3.734
C -1.359 3.205 -0.672
H 2.714 -1.183 4.655
H -6.014 2.147 -1.880
H 2.195 0.825 0.034
H -1.163 -0.627 1.151
H 4.415 1.745 -4.487
H 0.058 -2.563 -0.958
H 5.293 -1.560 -2.440
H -0.250 0.952 -1.820
H 1.315 -1.180 -3.369
H -2.446 0.948 6.555
H 3.057 -3.965 5.488
H 0.301 0.191 1.851
C -0.016 -0.652 1.127
O 0.396 1.513 -5.406
H -1.443 2.634 3.666
O -3.691 -1.195 2.912
H 1.915 -1.484 -7.164
O -3.898 -3.899 2.396
H 1.375 -1.744 2.475
H 4.610 -3.218 -0.635
H 5.341 -0.364 -2.868
C 0.122 -3.774 3.544
O 5.162 -2.420 -0.695
O 4.118 -4.715 -3.835
H -4.030 -0.105 0.398
H 2.186 -2.305 -2.163
H -1.306 -2.697 2.150
H 6.144 -2.731 -0.706
O 1.479 2.581 3.055
H 4.120 -0.424 2.341
H 4.292 2.417 -1.877
H -2.619 0.243 3.187
H 2.398 -0.863 0.259
H -2.109 -0.612 -4.027
H -2.554 -3.933 0.511
O -1.643 0.168 -3.965
O 4.099 2.629 -0.851
H -1.213 4.102 -0.392
O -1.856 0.268 6.136
H -0.704 2.116 0.965
H 0.357 4.408 -5.716
H 1.218 1.283 -5.422
O -4.555 4.943 -1.682
H 3.211 -0.557 -1.884
H -1.912 0.332 5.269
H 2.720 0.104 4.033
H -3.416 -2.098 2.874
H -4.712 -3.846 1.852
H -2.550 5.185 1.413
C -0.362 2.196 -0.056
C -0.488 -2.527 2.832
C 0.227 -1.494 -1.351
H -5.439 5.558 -1.624
C 1.905 -0.142 -0.259
H -4.081 1.856 2.034
H -4.135 3.458 1.781
C 1.539 -1.370 -2.248
H -0.771 -1.790 3.572
H -1.475 0.490 -0.964
O 4.504 1.608 -3.455
H -4.288 1.281 -0.352
H 2.369 2.379 3.099
H 0.984 -2.536 0.985
C 2.361 -0.344 -1.678
H 0.025 1.056 -4.819
H 2.227 0.608 -2.335
H 4.081 -5.099 -4.696
H -2.952 -4.147 5.419
O -3.780 0.828 0.352
H -4.923 3.104 -1.892
H 4.360 0.916 2.440
H 3.622 -5.195 4.839
H 0.955 -3.272 4.292
H -0.618 -1.129 -1.671
H -3.027 -5.447 5.783
C 0.495 -1.962 1.794
H 1.325 5.865 -0.468
H 4.791 2.117 -0.416
O 3.648 0.330 2.193
H -2.461 2.711 -0.557
H 0.421 -4.622 2.961
O 1.822 -0.895 -6.475
H -3.837 -4.207 3.204
O -2.682 -2.359 -3.302
H 1.296 2.890 2.172
O 0.383 6.108 -0.337
O -1.535 3.621 3.846
O -4.187 2.741 2.422
O -2.872 -3.834 -0.389
H 4.349 -2.631 -5.647
O 3.563 -2.339 -5.122
O 3.291 -4.375 4.715
H -4.231 4.954 -0.760
O 5.228 -1.198 -3.213
O -3.476 5.020 1.232
O 0.275 5.045 -5.087
H -2.952 -2.762 -2.414
H 0.367 6.043 0.633
H 3.944 -3.842 -4.036
O -3.353 -4.838 5.041
H -4.566 -1.180 2.582
O 2.291 -0.362 4.742
O -2.308 0.983 3.608
H 2.432 -1.478 -6.030

Calculated values
Max |F| (eV/A): 11.84
Lowest unoccupied orbital energy (eV): -2.35
Orbital gap (eV): 9.717
Energy (eV): -71509.324
Energy above the lowest of the compared OMol25 structures with the same formula, charge and spin (kcal per mole): 101.1
Total charge: +1

***

5.
This record from the OMol25 dataset describes a structure of composition C11H82NO29 at a distorted geometry. The level of theory is the ωB97M-V functional and the def2-TZVPD basis.

Geometry (Å):
H -4.000 3.316 -0.316
O 3.454 2.951 -0.041
O -0.963 1.463 5.420
H 0.176 -3.998 -4.780
O 2.209 2.339 -2.333
H -2.890 -6.177 2.974
H -0.978 2.437 -3.104
H -0.413 -4.291 -1.151
H 1.552 -2.103 -1.531
H -1.744 1.572 -2.260
O -4.126 -3.309 2.016
H -0.411 -1.305 -0.351
N 0.393 0.747 1.480
H -3.108 5.144 -0.161
H -0.786 3.802 -1.304
O 3.091 -1.367 3.666
H -3.602 -0.671 -2.685
H -4.311 3.785 2.806
C 1.065 0.080 0.310
O -2.252 3.801 5.190
C 0.211 -0.455 -0.800
C -0.177 3.086 2.107
H -2.458 -4.603 3.031
O 4.306 1.728 2.483
H 0.399 -2.115 2.084
O -3.519 -1.559 -2.699
H 3.660 2.336 0.792
H 2.310 -1.762 3.748
C -1.322 -2.403 2.920
H 3.664 3.593 4.916
H -0.780 -1.926 -2.676
H 2.297 -1.628 -4.244
H -1.577 3.111 5.185
H -1.709 -2.716 2.009
H 2.301 1.119 2.158
H 3.026 -2.026 -6.405
O 2.108 -1.920 -6.029
H -1.193 -2.091 -4.965
O -0.800 -0.258 -5.610
O -2.734 -3.036 -0.396
H 3.772 -1.931 3.105
H -1.224 1.725 0.797
H -3.341 1.384 -1.496
O -0.071 -3.402 -5.432
O -3.759 4.435 3.029
H -1.130 2.869 2.863
H 2.686 2.683 5.649
H 1.689 -4.070 0.285
H 1.730 -2.789 -6.096
C -0.188 -1.453 2.728
O -2.953 1.128 -2.369
H -1.416 -0.284 1.520
C 1.150 2.800 2.776
C 1.348 1.294 2.596
H -1.727 -0.810 -4.846
H -1.345 4.914 -0.631
O -0.445 -6.074 5.104
H 1.865 3.402 2.334
H 0.252 -4.876 0.664
H 4.685 0.852 2.740
H 1.948 -0.411 -2.054
O -2.254 -5.435 3.079
O -3.818 2.375 0.054
O -0.969 -4.334 -2.008
C -0.671 -0.095 2.083
H -3.632 -3.223 1.144
O -2.038 -1.614 -4.820
O -1.204 2.342 -2.153
H 2.785 2.464 -0.604
H 0.599 -1.939 -3.874
H 2.965 2.284 -2.719
H 0.321 -1.238 3.648
H 1.777 0.759 -0.164
C 1.085 -1.067 -1.912
C -0.145 2.043 1.002
H -0.058 -0.440 -3.673
H 2.403 -0.280 -4.667
O 3.931 -2.406 1.307
H -0.400 0.450 -1.338
H -0.045 0.224 -5.200
H 1.215 0.917 3.577
H -2.644 3.704 4.337
H -0.172 4.213 1.894
H 0.552 2.663 0.240
H 2.501 4.431 0.206
H -3.074 -2.830 -1.295
O 3.191 2.749 4.831
H -0.212 -5.236 5.325
O 2.039 5.210 0.402
H 1.185 4.899 0.062
H 4.257 -2.184 0.367
H -2.206 -2.023 3.400
H -3.588 1.660 -3.069
H -0.929 0.274 3.014
H -4.496 2.171 0.629
H -1.875 1.311 5.731
H 1.734 -0.783 0.670
H 1.470 2.066 -5.976
C 0.130 -1.309 -3.101
H 1.292 3.128 3.923
O 2.617 -0.855 -4.030
O -2.586 5.443 0.653
H 1.319 1.881 -2.758
H 1.845 0.754 -6.462
H 3.833 -1.056 -2.238
O 4.029 -1.575 -1.429
H -4.973 -3.774 1.885
H 4.917 -1.709 -1.471
O 0.665 -4.065 0.187
O -0.431 4.601 -0.700
O 1.511 1.202 -5.541
H -1.040 -3.291 3.377
H -0.479 -0.855 -6.209
H -1.051 -6.125 4.342
H -3.030 -1.658 -3.440
H -3.271 4.422 2.231
H -2.689 6.453 0.634
H 3.501 -3.197 1.338
H -0.602 1.627 6.130
H 3.788 1.943 3.326
H -2.041 -3.459 -1.004
H -1.358 -5.301 -1.883
H 0.636 -3.383 -6.009

Calculated values
Max |F| (eV/A): 13.46
Lowest unoccupied orbital energy (eV): -2.78
Orbital gap (eV): 8.713
Energy (eV): -73586.242
Energy above the lowest of the compared OMol25 structures with the same formula, charge and spin (kcal per mole): 136.0
Total charge: +1